{"formula": "C27H40N10O3P2Sc", "method": "ωB97M-V/def2-TZVPD", "symbols": ["Sc", "P", "P", "O", "O", "O", "N", "N", "N", "N", "N", "N", "N", "N", "N", "N", "C", "C", "C", "C", "C", "C", "C", "C", "C", "C", "C", "C", "C", "C", "C", "C", "C", "C", "C", "C", "C", "C", "C", "C", "C", "C", "C", "H", "H", "H", "H", "H", "H", "H", "H", "H", "H", "H", "H", "H", "H", "H", "H", "H", "H", "H", "H", "H", "H", "H", "H", "H", "H", "H", "H", "H", "H", "H", "H", "H", "H", "H", "H", "H", "H", "H", "H"], "xyz": [[0.40673, 0.85696, 0.04633], [0.21015, -2.30320, -0.96504], [-2.05976, -1.32061, 0.63117], [0.95181, -1.08716, -0.43273], [-1.43685, 0.04688, 0.42198], [-1.17953, -2.41691, -0.16645], [-1.95464, -1.85172, 2.15820], [1.10267, -3.61999, -0.73223], [1.03676, 0.97401, 2.19778], [-0.25004, -2.16582, -2.51465], [2.52082, 1.43485, -0.65588], [5.09031, 2.21442, -1.32516], [0.05653, 2.94514, 0.77195], [-3.55192, -1.32470, 0.03294], [-0.49708, 2.05953, -1.63471], [5.94351, 0.28070, -0.44530], [0.97395, 2.16515, 2.82754], [2.74955, 2.60856, -1.26595], [-1.43619, 4.11674, -2.37987], [-1.56340, -2.54700, -3.04940], [-2.72281, -1.07392, 3.14308], [-4.43554, -2.46418, 0.31774], [3.55871, 0.65323, -0.38025], [-0.76792, 1.51730, -2.82676], [0.82756, -2.15390, -3.51846], [4.04517, 2.97545, -1.59342], [-1.70978, 3.55030, -3.61777], [1.49057, -0.09251, 2.86661], [-0.47587, 3.85921, -0.05374], [-0.27363, 5.52944, 1.63334], [-1.67598, -3.23098, 2.57425], [-4.18671, -0.18864, -0.64023], [2.03470, -3.75260, 0.39202], [1.38267, 2.30671, 4.14118], [-0.65605, 5.17126, 0.34949], [-0.82568, 3.34746, -1.40597], [1.91335, -0.02681, 4.18002], [0.42228, 3.28310, 2.01684], [0.27147, 4.57865, 2.48222], [1.86182, 1.19856, 4.82553], [-1.37015, 2.22661, -3.84869], [0.75036, -4.89493, -1.37398], [4.87311, 1.04510, -0.71541], [-1.56515, 1.75529, -4.80134], [2.18797, 1.29330, 5.85271], [1.75663, -1.79012, -3.08136], [-0.48722, 0.47666, -2.95639], [2.92365, -4.28203, 0.05089], [-4.63956, -0.52063, -1.57501], [-4.96842, 0.23562, -0.00865], [1.58708, -4.32417, 1.20809], [0.99914, -3.15095, -3.92924], [1.33276, 3.26367, 4.63869], [-3.70347, -1.51849, 3.32509], [6.85401, 0.61642, -0.71525], [-3.86516, -3.31602, 0.68628], [0.26298, -5.56307, -0.66218], [-1.83765, -1.84758, -3.83949], [0.54701, -1.49099, -4.33713], [2.27626, -0.91268, 4.68124], [-1.53659, -3.55014, -3.48030], [-1.70202, 5.14607, -2.19026], [0.56930, 4.85520, 3.48223], [-1.10329, -3.75679, 1.81646], [-2.32294, -2.51399, -2.27387], [1.90725, 3.24275, -1.49663], [1.51101, -1.02805, 2.31959], [0.07835, -4.73089, -2.21339], [-2.17347, -1.05104, 4.08360], [-1.09903, -3.21166, 3.49875], [-5.19498, -2.19525, 1.05279], [2.33394, -2.77231, 0.75334], [-2.85958, -0.04746, 2.80290], [-2.18314, 4.13917, -4.39212], [5.87411, -0.61214, 0.00610], [3.36195, -0.29964, 0.09543], [4.24090, 3.91734, -2.09183], [-0.39956, 6.54927, 1.97172], [1.65688, -5.37328, -1.74172], [-4.93347, -2.77235, -0.60125], [-1.07910, 5.90936, -0.31513], [-2.60116, -3.77943, 2.76400], [-3.45117, 0.58128, -0.85548]], "lumo_energy_ev": -8.622, "homo_lumo_gap_ev": 7.254, "total_energy_ev": -88958.733, "homo_energy_ev": -15.876, "relative_energy_ev": 0.000, "total_charge": 3}